(a)
Entry from the Open Molecules 2025 dataset: a cluster of 2 separate species, CH2Cl2O3 in total (ωB97M-V with the def2-TZVPD basis set).

Element x y z (Å)
O: 0.68236 0.05631 0.12888
C: -0.43053 0.46543 -0.00046
O: -0.87323 1.72966 -0.10693
O: -1.49933 -0.47308 -0.11417
Cl: -3.15507 0.02731 -0.21913
H: -0.10713 2.39728 0.01635
Cl: 2.26501 -2.56330 0.08505
H: 3.11793 -1.63961 0.21041

Summary:
* multiplicity: 1
* lowest unoccupied orbital energy: -0.0240 Eh
* Kohn-Sham gap: 10.45 eV
* HOMO energy: -11.10 eV
* structure (SMILES): O=C(O)OCl.Cl


(b)
Entry from the Open Molecules 2025 dataset: a cluster of 2 separate species, CH2Cl2O3 in total (ωB97M-V with the def2-TZVPD basis set).

Element x y z (Å)
C: 0.51021 -0.35364 0.04092
O: -0.49148 0.12897 -0.60453
O: 1.35763 1.84730 0.25657
O: 1.46601 -1.03267 -0.65774
Cl: 0.17873 2.78980 -0.21309
Cl: 2.89195 -1.19732 0.17876
H: 0.78672 -0.08298 1.03913
H: -0.78635 1.10576 -0.41099

Summary:
* multiplicity: 1
* lowest unoccupied orbital energy: -0.0457 Eh
* Kohn-Sham gap: 7.31 eV
* HOMO energy: -8.55 eV


Stability summary - winner: (a); margin: 0.1649 hartree.


(a)
Entry from the Open Molecules 2025 dataset: the ion C6H12NO with charge -1 (ωB97M-V with the def2-TZVPD basis set).

Element x y z (Å)
C: -0.11960 0.14225 2.76974
O: -0.27094 -1.25303 2.75806
C: -0.42355 0.68048 1.39136
C: 0.92808 1.06314 0.75124
C: 0.60033 1.16019 -0.70019
N: -0.36209 -1.28442 -3.47630
C: -0.53174 -0.14860 -2.49279
C: 0.35192 0.00088 -1.49946
H: 0.89463 0.37994 3.25991
H: -0.82496 0.71792 3.53885
H: -0.79742 -0.23866 0.84126
H: -1.14150 1.49252 1.49167
H: 1.06191 2.19958 1.16746
H: 1.67253 0.34839 1.14359
H: 0.10552 2.09027 -1.04004
H: -0.43745 -1.44338 1.72830
H: -1.04959 -1.94903 -3.41438
H: 0.59697 -1.72390 -3.54414
H: -1.40892 0.50983 -2.70872
H: 1.19770 -0.75836 -1.51351

Summary:
* multiplicity: 1
* net charge: -1
* lowest unoccupied orbital energy: 0.1448 Eh
* Kohn-Sham gap: 4.64 eV
* HOMO energy: -0.70 eV


(b)
Entry from the Open Molecules 2025 dataset: the ion C6H12NO with charge -1 (ωB97M-V with the def2-TZVPD basis set).

Element x y z (Å)
C: 0.84295 1.51524 -0.28950
N: 1.67454 0.27911 -0.57928
C: 2.32394 -0.32858 0.57722
O: 1.52822 -0.43311 1.81908
C: -0.66401 1.28505 -0.85279
C: -0.96544 0.00384 -0.12401
C: -2.14630 -0.70081 -0.31386
C: -2.25580 -1.92937 0.24000
H: 1.38679 2.44290 -0.76329
H: 0.86664 1.96981 0.71475
H: 1.06267 -0.46572 -0.90720
H: 2.75349 -1.15799 0.00713
H: 3.10194 0.40236 0.79589
H: -1.15941 2.19474 -0.78920
H: -0.67649 1.14143 -2.03338
H: 0.52858 -0.77807 1.57889
H: -0.25054 -0.46292 0.44953
H: -3.02949 -0.13041 -0.70712
H: -1.81684 -2.24607 1.14704
H: -3.10542 -2.60142 0.03008

Summary:
* multiplicity: 1
* net charge: -1
* lowest unoccupied orbital energy: 0.1450 Eh
* Kohn-Sham gap: 5.03 eV
* HOMO energy: -1.09 eV


Stability summary - winner: (a); margin: 0.0178 hartree.


(a)
Entry from the Open Molecules 2025 dataset: the molecule C3H6N2S (ωB97M-V with the def2-TZVPD basis set).

Element x y z (Å)
N: -0.91774 -1.19887 -0.52928
C: 0.03669 -0.37841 0.11801
C: 1.02715 0.21631 -0.84016
N: 1.46263 1.43814 -0.64890
S: 0.73439 2.19785 0.71496
C: -0.49469 0.83786 0.92625
H: -0.55054 -1.49589 -1.40845
H: -1.18774 -2.00700 0.06336
H: 0.59922 -0.95934 0.83683
H: 1.50813 -0.36407 -1.66945
H: -0.75457 0.59443 1.99255
H: -1.46294 1.11897 0.44427

Summary:
* multiplicity: 1
* lowest unoccupied orbital energy: 0.0273 Eh
* Kohn-Sham gap: 9.19 eV
* HOMO energy: -8.45 eV
* structure (SMILES): N[C@H]1C=NSC1


(b)
Entry from the Open Molecules 2025 dataset: the molecule C3H6N2S (ωB97M-V with the def2-TZVPD basis set).

Element x y z (Å)
C: 0.83432 1.54307 -0.90618
C: -0.13434 0.62282 -0.87308
N: -0.19812 -0.31163 0.18954
N: 0.82432 -0.38361 1.13252
C: -1.19833 -1.19491 0.32197
S: -2.53826 -1.30775 -0.52882
H: 0.68839 2.32939 -1.62037
H: 1.74190 1.50080 -0.33371
H: -1.00294 0.52364 -1.53292
H: 1.40468 -1.20626 1.01554
H: 0.48376 -0.22563 2.06426
H: -0.90540 -1.88992 1.07124

Summary:
* multiplicity: 1
* lowest unoccupied orbital energy: 0.0157 Eh
* Kohn-Sham gap: 8.93 eV
* HOMO energy: -8.50 eV
* structure (SMILES): C=CN(N)C=S


Stability summary - winner: (a); margin: 0.0339 hartree.


(a)
Entry from the Open Molecules 2025 dataset: the molecule C3H6N2S (ωB97M-V with the def2-TZVPD basis set).

Element x y z (Å)
C: -0.66878 -1.37920 0.12743
N: -0.88888 -0.66285 1.15992
C: -0.17977 0.54113 1.55482
C: 0.86204 0.94856 0.54649
S: 0.23838 0.67898 -1.16893
N: 0.06565 -0.96766 -0.97900
H: -1.16957 -2.36097 0.01734
H: 0.27116 0.35448 2.58337
H: -0.87490 1.35178 1.72322
H: 1.28370 1.95104 0.58295
H: 1.72241 0.24214 0.57163
H: 0.63484 -1.65151 -1.41444

Summary:
* multiplicity: 1
* lowest unoccupied orbital energy: 0.0311 Eh
* Kohn-Sham gap: 9.47 eV
* HOMO energy: -8.62 eV
* structure (SMILES): C1=NCCSN1


(b)
Entry from the Open Molecules 2025 dataset: the molecule C3H6N2S (ωB97M-V with the def2-TZVPD basis set).

Element x y z (Å)
C: 0.71221 -1.28208 -0.76963
C: -0.49803 -0.06356 0.44936
C: -0.98832 0.98009 -0.51297
N: 1.86527 -0.93976 -0.47424
N: 0.50498 0.31639 1.33943
S: 2.13127 0.21167 0.66196
H: 0.39228 -2.00432 -1.48634
H: -1.26232 -0.69837 0.88044
H: -0.15686 1.49626 -0.98452
H: -1.61112 1.71756 -0.00691
H: -1.59409 0.50889 -1.28152
H: 0.50473 -0.24277 2.18493

Summary:
* multiplicity: 1
* lowest unoccupied orbital energy: 0.0349 Eh
* Kohn-Sham gap: 9.41 eV
* HOMO energy: -8.46 eV


Stability summary - winner: (a); margin: 0.0510 hartree.


(a)
Entry from the Open Molecules 2025 dataset: a cluster of 2 separate species, C3H6N2S in total (ωB97M-V with the def2-TZVPD basis set).

Element x y z (Å)
C: -2.15328 0.76358 -0.10132
C: -2.23876 -0.72986 0.00011
C: 3.58448 0.11691 0.04211
N: -0.94674 1.22393 -0.13241
N: 0.07713 0.40905 -0.04069
S: -0.43533 -1.17496 -0.14125
H: -2.96767 1.35652 0.06481
H: -2.62683 -1.09059 0.97626
H: -2.83166 -1.18985 -0.65232
H: 3.33626 0.56069 0.96309
H: 2.83572 0.30397 -0.74519
H: 4.36668 -0.54939 -0.23321

Summary:
* multiplicity: 1
* lowest unoccupied orbital energy (alpha / beta): 0.0142 / -0.0395 Eh
* Kohn-Sham gap (alpha / beta): 8.60 / 7.41 eV
* HOMO energy (alpha / beta): -8.22 / -8.48 eV


(b)
Entry from the Open Molecules 2025 dataset: a cluster of 2 separate species, C3H6N2S in total (ωB97M-V with the def2-TZVPD basis set).

Element x y z (Å)
C: -0.71867 1.04666 0.37963
C: 0.54591 0.44434 0.78369
C: 1.11913 -0.75024 0.30450
H: -2.57797 0.70082 -0.75708
H: -0.81103 -0.32252 -1.18019
H: -1.89208 2.90451 0.98450
H: -0.64764 2.32772 2.21921
H: 1.09693 1.08493 1.52884
H: 1.99397 -1.08160 0.98452
N: -1.02652 0.64137 -0.72827
N: -1.06671 2.18564 1.20010
S: 0.73827 -1.86547 -0.99309

Summary:
* multiplicity: 1
* lowest unoccupied orbital energy: -0.0284 Eh
* Kohn-Sham gap: 6.95 eV
* HOMO energy: -7.72 eV


(c)
Entry from the Open Molecules 2025 dataset: the molecule C3H6N2S (ωB97M-V with the def2-TZVPD basis set).

Element x y z (Å)
C: -1.75458 -0.97984 -0.01549
C: -1.09525 0.18203 -0.01705
N: 0.31330 0.32774 -0.03310
N: 0.77442 1.69874 -0.00361
C: 1.21050 -0.74083 0.00833
S: 2.84518 -0.51812 -0.01528
H: -1.37379 -2.01321 -0.03845
H: -2.83122 -0.95536 -0.00060
H: -1.55757 1.11311 0.04369
H: 1.36052 1.77893 0.82842
H: 1.38261 1.78927 -0.83015
H: 0.72586 -1.68244 0.07328

Summary:
* multiplicity: 1
* lowest unoccupied orbital energy: 0.0012 Eh
* Kohn-Sham gap: 8.73 eV
* HOMO energy: -8.69 eV
* structure (SMILES): C=CN(N)C=S


(d)
Entry from the Open Molecules 2025 dataset: the molecule C3H6N2S (ωB97M-V with the def2-TZVPD basis set).

Element x y z (Å)
C: 2.68197 0.09742 -0.05708
N: 1.77027 -0.85113 -0.01307
N: 0.50178 -0.27610 0.12644
C: -0.38699 -1.20704 -0.00730
S: -2.06188 -0.91377 0.01940
C: -2.12243 0.84349 -0.01518
H: 2.41657 1.12855 0.09831
H: 3.73235 -0.21694 0.09429
H: -0.02381 -2.20082 -0.11904
H: -1.80010 1.29272 0.90596
H: -1.53379 1.24716 -0.82163
H: -3.17393 1.05647 -0.21109

Summary:
* multiplicity: 1
* lowest unoccupied orbital energy: 0.0245 Eh
* Kohn-Sham gap: 9.37 eV
* HOMO energy: -8.71 eV
* structure (SMILES): C=N/N=C/SC


Stability summary - winner: (c); margin: 0.0059 hartree.


(a)
Entry from the Open Molecules 2025 dataset: the molecule C3H6N2S (ωB97M-V with the def2-TZVPD basis set).

Element x y z (Å)
H: -1.07230 1.86348 -0.41971
N: -0.18059 1.44414 -0.15349
C: -0.21633 0.15436 -0.19957
C: 1.06583 -0.58745 -0.05389
C: 2.21918 0.03916 0.02242
N: -1.34404 -0.66856 -0.23453
S: -2.88863 0.02019 -0.06133
H: 0.99163 -1.66640 0.05860
H: 3.16072 -0.53784 -0.05543
H: 2.28561 1.09729 0.11764
H: -1.25491 -1.66161 -0.20696
H: -2.76618 0.50325 1.18627

Summary:
* multiplicity: 1
* lowest unoccupied orbital energy: 0.0267 Eh
* Kohn-Sham gap: 9.79 eV
* HOMO energy: -9.07 eV
* structure (SMILES): [H]/N=C(/C=C)NS


(b)
Entry from the Open Molecules 2025 dataset: the molecule C3H6N2S (ωB97M-V with the def2-TZVPD basis set).

Element x y z (Å)
N: -0.74182 -1.45374 0.09365
C: -0.67260 0.06309 -0.10287
C: 0.66288 0.27536 -0.99041
N: 1.11894 0.97846 0.12857
C: 0.25039 0.59554 1.05995
S: 0.08291 0.83697 2.63586
H: -1.55326 -1.44142 0.92228
H: -1.24510 -2.09577 -0.80836
H: -1.60406 0.71295 -0.35024
H: 1.21776 -0.73214 -1.13125
H: 0.56270 0.79606 -1.95573
H: 1.92125 1.46463 0.49854

Summary:
* multiplicity: 1
* lowest unoccupied orbital energy: 0.0235 Eh
* Kohn-Sham gap: 9.07 eV
* HOMO energy: -8.43 eV
* structure (SMILES): N[C@@H]1CNC1=S


Stability summary - winner: (a); margin: 0.0488 hartree.